# 1
{
  "formula": "C22H24N2O4",
  "method": "ωB97M-V/def2-TZVPD",
  "elements": ["H", "H", "H", "C", "C", "C", "H", "C", "C", "H", "C", "H", "O", "C", "N", "H", "H", "C", "C", "H", "H", "H", "O", "C", "C", "C", "O", "H", "C", "C", "C", "H", "H", "C", "C", "O", "C", "C", "H", "H", "H", "H", "H", "C", "N", "H", "H", "C", "H", "C", "H", "H"],
  "coordinates": [[-4.61015, -0.35911, 0.20316], [-1.23697, -0.68870, -1.22249], [2.49941, 0.98383, 1.91183], [3.81738, 3.14513, 2.31040], [3.21848, -0.62165, -0.98630], [-3.68441, 1.40497, -0.54598], [2.73822, 3.31271, 2.23555], [-2.56773, 2.23047, -0.50984], [-1.51245, 1.90492, 0.34477], [4.30622, 4.07316, 2.60196], [-3.73185, 0.26999, 0.24792], [-1.96882, -3.64294, -0.95384], [1.61285, -3.61007, -1.97399], [1.88344, -2.65116, -1.26734], [2.83962, -1.74705, -1.66887], [-4.36694, 3.94938, -1.58474], [-0.49782, -2.05821, -2.06504], [4.53996, 1.36958, -0.77812], [2.98256, 0.80093, 0.96545], [-3.56642, -1.93550, 1.69454], [-2.15878, -1.59696, -2.42527], [5.28511, 2.05400, -1.15049], [-0.64163, -2.14889, 2.77370], [4.18765, 0.25029, -1.48946], [-1.41859, -1.67876, -1.63348], [1.62965, -1.26266, 0.72947], [-2.40403, 3.36195, -1.25169], [-2.94942, -2.33779, -0.27629], [-3.43643, 3.74729, -2.12531], [2.61229, -0.34577, 0.25088], [3.93949, 1.65835, 0.45945], [0.10393, -4.12103, -0.20884], [1.17586, -1.07804, 1.69176], [0.19014, -3.29524, 0.50071], [-1.57703, 0.77881, 1.13432], [4.37321, 2.79686, 1.06500], [-2.68516, -0.06409, 1.09132], [-1.40167, -2.07347, 1.82262], [3.28572, -1.94457, -2.55721], [-4.52247, 1.62875, -1.18701], [4.65596, 0.03823, -2.43925], [-3.09230, 4.66363, -2.60229], [0.46018, -3.67934, 1.48928], [-1.93617, -2.62438, -0.55027], [-1.10611, -2.64212, 0.63294], [-0.65210, 2.55513, 0.36667], [-0.75824, 0.54069, 1.79603], [-2.71295, -1.30336, 1.94356], [-2.79744, -1.02245, 2.99705], [1.26057, -2.35216, 0.01934], [-3.61904, 2.98772, -2.89261], [4.01517, 2.37870, 3.06641]],
  "forces_ev_per_angstrom": [[-0.06, -0.10, 0.00], [-0.01, 0.11, 0.02], [-0.03, 0.06, 0.13], [-0.06, 0.04, 0.15], [-0.11, 0.44, 0.65], [-0.03, 0.31, -0.25], [0.02, -0.02, 0.00], [0.07, -0.05, 0.06], [-0.06, 0.14, -0.13], [-0.07, -0.07, 0.03], [0.19, -0.06, 0.20], [-0.10, 0.07, 0.10], [-0.14, -0.22, -0.09], [0.26, 0.17, -0.10], [0.09, -0.19, -0.35], [0.03, -0.02, -0.02], [0.08, -0.03, -0.11], [-0.11, 0.00, 0.16], [0.18, 0.24, -0.01], [-0.01, 0.03, -0.02], [-0.06, 0.01, -0.14], [0.09, 0.07, -0.07], [0.30, 0.15, 0.40], [-0.03, 0.03, 0.09], [-0.08, -0.12, 0.14], [-0.10, -0.40, -0.21], [0.21, -0.17, 0.26], [0.03, -0.10, 0.01], [-0.17, 0.06, -0.14], [0.40, 0.03, -0.59], [-0.09, -0.17, -0.06], [-0.03, 0.08, 0.10], [-0.11, -0.01, 0.13], [0.13, -0.12, 0.20], [-0.13, 0.05, -0.09], [0.13, -0.02, -0.23], [-0.23, 0.03, -0.07], [-0.53, -0.08, -0.01], [-0.16, -0.07, 0.15], [-0.05, 0.06, -0.08], [0.07, 0.00, -0.11], [-0.07, -0.06, 0.01], [-0.03, -0.02, -0.22], [-0.16, 0.19, -0.36], [0.16, -0.29, -0.03], [0.12, 0.08, 0.01], [0.15, -0.03, 0.09], [0.11, -0.02, 0.20], [0.03, -0.16, -0.10], [0.00, 0.11, 0.30], [0.00, 0.02, 0.04], [-0.02, 0.01, -0.02]],
  "lowdin_charge": [0.117, 0.068, 0.112, -0.087, -0.186, -0.016, 0.094, -0.277, 0.007, 0.093, -0.043, 0.127, 0.043, -0.441, 0.173, 0.095, 0.061, 0.008, 0.037, 0.119, 0.080, 0.120, 0.042, -0.007, -0.041, 0.058, -0.084, 0.100, -0.092, -0.138, -0.276, 0.127, 0.115, -0.076, -0.028, -0.086, -0.248, -0.468, 0.165, 0.103, 0.114, 0.093, 0.136, -0.180, -0.040, 0.118, 0.114, -0.052, 0.131, -0.095, 0.095, 0.097],
  "energy_ev": -34374.5966,
  "orbital_gap_ev": 8.2,
  "de_lowest_kcal_mol": 33.9,
  "total_charge": 0,
  "smiles": "CCN(Cc1cc2cc(OC)ccc2[nH]c1=O)C(=O)Cc1ccc(OC)cc1",
  "fmax_ev_per_a": 0.79
}

=====

# 2
{
  "formula": "C22H24N2O6",
  "method": "ωB97M-V/def2-TZVPD",
  "elements": ["C", "H", "H", "H", "H", "H", "H", "O", "H", "C", "C", "H", "C", "H", "O", "H", "H", "C", "H", "C", "H", "N", "C", "H", "H", "C", "H", "C", "C", "H", "C", "H", "C", "H", "H", "O", "C", "C", "C", "H", "O", "O", "H", "O", "C", "C", "C", "H", "C", "C", "N", "H", "C", "C"],
  "coordinates": [[-0.33955, 1.37063, 2.04514], [-1.68257, -2.90942, 1.45038], [-0.19354, -2.74743, -1.91063], [-0.16773, -3.62987, -0.37639], [4.24472, 2.78150, 5.63904], [4.19247, 2.67657, 3.86127], [3.93375, 1.21372, 4.85364], [2.12785, 0.60317, -0.12151], [2.00562, -2.68186, -0.32030], [1.42137, 0.14325, 0.75390], [-1.25510, -1.94565, 1.15599], [2.03084, -0.38437, -6.62379], [3.76309, 2.29413, 4.79283], [-2.12203, 0.36278, -2.60695], [-0.41513, -0.75793, -2.86402], [1.75600, -0.34904, -4.15780], [-3.67607, -1.56567, -2.80036], [-0.71709, 2.17986, 3.10839], [0.07007, -0.81866, -8.06633], [-0.31764, -0.79832, -4.23506], [0.16941, -1.19727, 2.63054], [-1.21149, -1.86516, -0.29452], [-1.41893, -1.07835, -5.04615], [-1.69182, 4.45611, 4.46323], [-2.13706, -1.27779, -7.03393], [-1.26919, -1.07413, -6.42746], [-2.28007, -2.66966, -2.97721], [-0.11409, -2.63614, -0.83325], [1.06412, -0.57384, -6.18413], [-1.07501, 1.09342, 1.30580], [-1.74279, -0.65071, -2.40103], [-2.09082, 3.01255, 5.43740], [-1.87010, -0.84867, -0.89153], [-1.90870, -1.14667, 1.50759], [-1.74496, 2.49721, 3.17604], [2.39765, 2.61032, 4.90172], [0.92324, -0.55755, -4.81036], [-1.37745, 3.83343, 5.30719], [0.20656, 2.57764, 4.05956], [2.94221, 1.04755, 2.73506], [-0.06499, 3.35845, 5.14016], [-2.64588, -0.13818, -0.27771], [1.51396, -1.24582, -1.25613], [-2.65779, -1.36147, -4.52464], [-0.03495, -0.81927, -6.99254], [0.97365, 0.95208, 1.92819], [1.21218, -1.94007, -0.46885], [0.60630, -2.77322, 1.94060], [-2.64488, -1.64622, -3.14820], [1.55398, 2.16600, 3.93110], [1.01739, -1.15579, 0.73263], [-1.35671, 4.43821, 6.21239], [1.92007, 1.36502, 2.86510], [0.17767, -1.78941, 1.71588]],
  "forces_ev_per_angstrom": [[0.32, -0.16, -0.10], [0.01, 0.06, 0.03], [0.02, -0.08, 0.12], [-0.03, 0.05, -0.07], [0.01, -0.06, -0.08], [-0.02, -0.02, 0.03], [-0.01, 0.04, -0.02], [0.19, 0.26, -0.13], [-0.02, 0.03, -0.06], [0.06, -0.08, 0.14], [-0.17, 0.09, 0.25], [0.09, 0.02, -0.04], [0.24, -0.07, -0.03], [0.11, -0.21, 0.14], [0.19, 0.01, -0.09], [0.11, 0.05, 0.10], [0.13, -0.01, 0.04], [-0.01, 0.16, 0.24], [0.01, 0.00, -0.10], [-0.07, -0.01, -0.11], [-0.01, -0.17, -0.06], [-0.01, -0.22, 0.21], [0.04, -0.06, 0.07], [0.01, -0.04, 0.02], [-0.11, -0.04, -0.08], [-0.03, 0.01, 0.21], [-0.05, 0.09, -0.02], [0.29, -0.13, -0.16], [0.08, 0.02, 0.03], [-0.12, -0.07, -0.11], [-0.69, 0.15, -0.23], [0.03, 0.03, -0.02], [0.01, 0.02, -0.30], [0.11, -0.16, 0.00], [-0.09, 0.07, 0.06], [-0.44, 0.03, -0.11], [-0.19, -0.04, 0.10], [-0.24, 0.07, 0.02], [0.10, 0.04, 0.11], [0.14, 0.02, 0.04], [0.36, -0.21, -0.20], [-0.25, 0.32, -0.10], [-0.03, -0.19, 0.10], [0.17, 0.21, -0.36], [-0.06, -0.02, -0.05], [-0.23, 0.37, 0.02], [0.19, 0.02, -0.27], [-0.02, 0.08, 0.05], [0.15, -0.03, 0.49], [-0.06, 0.07, 0.13], [-0.06, -0.17, -0.08], [-0.05, -0.03, -0.07], [0.03, 0.03, 0.09], [-0.12, -0.13, 0.18]],
  "lowdin_charge": [-0.025, 0.128, 0.116, 0.129, 0.094, 0.099, 0.096, 0.084, 0.131, -0.412, -0.095, 0.102, -0.082, 0.178, -0.016, 0.122, 0.148, 0.002, 0.102, -0.184, 0.124, -0.029, -0.195, 0.098, 0.120, -0.002, 0.142, -0.105, -0.090, 0.105, -0.182, 0.096, -0.391, 0.112, 0.108, -0.062, 0.003, -0.083, -0.197, 0.119, -0.063, 0.064, 0.112, -0.010, -0.091, -0.158, -0.095, 0.127, -0.101, -0.189, -0.043, 0.094, 0.050, -0.106],
  "energy_ev": -38468.0248,
  "orbital_gap_ev": 8.8,
  "de_lowest_kcal_mol": 70.3,
  "total_charge": 0,
  "smiles": "COc1ccc(C(=O)N2CCN(C(=O)[C@@H]3COc4ccccc4O3)CC2)cc1OC",
  "fmax_ev_per_a": 0.75
}